Record 1
The following is a DFT calculation (wB97M-V/def2-TZVPD) of C19H14Cl4CoN2S as an isolated structure at a distorted geometry.

2S+1 = 1
Energy above the lowest of the compared OMol25 structures with the same formula, charge and spin = 0.169 eV
Strongest force on any atom = 0.020 hartree/bohr
Total charge = +1

Positions of all 41 atoms, in Å:
Co 0.268 -0.455 -0.325
Cl 2.500 -0.515 -0.561
C 2.990 1.163 -0.422
C 4.332 1.454 -0.276
C 4.689 2.785 -0.163
C 3.714 3.774 -0.201
C 2.380 3.437 -0.350
Cl 1.193 4.688 -0.408
C 1.981 2.102 -0.463
S 0.293 1.666 -0.670
H 5.073 0.666 -0.258
H 5.729 3.054 -0.043
H 3.984 4.817 -0.114
C -4.154 -0.282 -3.533
C -2.778 -0.254 -3.684
C -1.961 -0.292 -2.562
C -2.525 -0.367 -1.302
C -3.903 -0.381 -1.141
C -4.713 -0.337 -2.260
N -1.630 -0.428 -0.166
N -2.119 -0.453 0.967
C -1.116 -0.462 1.964
C -1.461 -0.472 3.302
C -0.446 -0.444 4.250
C 0.878 -0.406 3.841
C 1.220 -0.400 2.486
C 0.211 -0.440 1.548
H -4.794 -0.252 -4.405
H -2.337 -0.196 -4.670
H -0.885 -0.231 -2.687
H -4.322 -0.422 -0.145
H -5.788 -0.343 -2.141
H -2.508 -0.493 3.582
H -0.688 -0.444 5.304
H 1.665 -0.372 4.583
H 2.263 -0.361 2.201
Cl 2.142 -4.346 0.225
C 0.451 -4.122 -0.143
Cl 0.199 -2.742 -1.282
H -0.090 -3.896 0.767
H 0.062 -4.996 -0.647

Forces on atoms 1 to 3 (eV/Å):
0.33 0.39 -0.48
0.21 -0.20 -0.09
0.08 -0.13 0.06


Record 2
The following is a DFT calculation (wB97M-V/def2-TZVPD) of C19H14Cl4N7O3Pt as an isolated structure.

2S+1 = 1
Energy above the lowest of the compared OMol25 structures with the same formula, charge and spin = 0.668 eV
Strongest force on any atom = 0.016 hartree/bohr
Total charge = -1

Positions of all 48 atoms, in Å:
Pt 0.609 -0.036 -0.718
Cl -3.390 5.250 1.906
C -2.283 4.246 1.026
C -1.547 4.771 -0.016
Cl -1.682 6.444 -0.450
C -0.679 3.924 -0.719
Cl 0.252 4.560 -2.046
C -0.533 2.579 -0.414
O 0.267 1.856 -1.194
C -1.229 2.032 0.735
O -1.035 0.832 1.154
C -2.129 2.902 1.376
Cl -3.033 2.240 2.703
N -1.008 -0.694 -1.759
C -1.999 -1.289 -1.602
N -3.107 -1.917 -1.517
C -3.253 -2.909 -0.678
N -3.425 -3.782 0.069
C 6.610 0.243 0.640
C 5.123 0.360 0.480
C 4.256 -0.254 1.378
C 2.895 -0.147 1.192
N 2.364 0.549 0.179
C 3.188 1.182 -0.669
C 4.563 1.107 -0.545
H 6.885 -0.735 1.035
H 6.978 0.998 1.338
H 7.121 0.390 -0.310
H 4.636 -0.829 2.212
H 2.185 -0.612 1.862
H 2.695 1.770 -1.433
H 5.186 1.614 -1.269
C 2.683 -4.909 -1.611
N 1.722 -4.143 -0.839
C 0.686 -4.744 -0.193
C -0.230 -4.035 0.485
C -0.097 -2.604 0.480
N 0.901 -2.012 -0.209
C 1.832 -2.748 -0.904
O 2.742 -2.253 -1.540
N -0.951 -1.878 1.178
H 2.571 -5.960 -1.355
H 3.692 -4.575 -1.377
H 2.521 -4.769 -2.680
H 0.652 -5.824 -0.253
H -1.065 -4.502 0.980
H -1.774 -2.352 1.520
H -0.991 -0.832 1.132

Forces on atoms 1 to 3 (eV/Å):
0.08 0.16 0.01
-0.02 0.05 0.00
-0.07 -0.01 0.03


Record 3
The following is a DFT calculation (wB97M-V/def2-TZVPD) of C19H14ClN7O3Ti as an isolated structure.

Electronic energy = -72139.7425 eV
2S+1 = 3
Strongest force on any atom = 0.012 hartree/bohr
<S²> = 2.027

Positions of all 45 atoms, in Å:
Ti 0.040 -2.503 0.387
C -4.370 -2.366 0.339
C -3.068 -2.803 0.438
N -2.038 -1.960 0.276
C -2.327 -0.672 0.020
C -3.661 -0.262 -0.087
N -4.674 -1.090 0.069
C -1.171 0.214 -0.113
C -1.220 1.576 -0.258
C -0.016 2.309 -0.350
C 1.186 1.615 -0.280
C 1.191 0.237 -0.121
N 0.012 -0.451 -0.024
C 2.351 -0.609 0.002
C 3.680 -0.174 -0.149
N 4.711 -0.977 -0.045
C 4.440 -2.272 0.222
C 3.159 -2.732 0.377
N 2.097 -1.911 0.269
C -0.041 3.774 -0.500
C -1.014 4.556 0.115
C -0.989 5.931 -0.059
N -0.080 6.571 -0.788
C 0.849 5.822 -1.376
C 0.912 4.442 -1.268
H -5.188 -3.060 0.476
H -2.828 -3.838 0.646
H -3.892 0.771 -0.312
H -2.169 2.087 -0.322
H 2.120 2.158 -0.315
H 3.884 0.868 -0.367
H 5.278 -2.950 0.312
H 2.949 -3.772 0.597
H -1.773 4.116 0.749
H -1.737 6.550 0.425
H 1.582 6.347 -1.978
H 1.681 3.899 -1.801
Cl 0.201 -2.701 -2.394
C -0.126 -4.015 -1.153
H 0.645 -4.770 -1.297
H -1.096 -4.434 -1.419
O 0.303 -4.109 1.763
N 0.129 -3.392 2.826
O 0.119 -3.848 3.926
O -0.038 -2.172 2.543

Forces on atoms 1 to 3 (eV/Å):
0.22 -0.36 -0.42
0.03 -0.09 0.02
0.02 0.01 -0.04


Record 4
The following is a DFT calculation (wB97M-V/def2-TZVPD) of C19H14IN2O6Ti as an isolated structure.

2S+1 = 3
Energy above the lowest of the compared OMol25 structures with the same formula, charge and spin = 0.488 eV
Strongest force on any atom = 0.006 hartree/bohr
Total charge = -1
<S²> = 2.014

Positions of all 43 atoms, in Å:
Ti -0.289 -0.787 0.116
O 0.105 1.016 3.940
C 0.254 0.498 2.701
O -0.756 0.264 1.994
C 1.557 0.251 2.208
C 2.815 0.502 2.802
C 3.945 0.237 2.080
C 3.856 -0.289 0.756
C 2.615 -0.543 0.249
N 1.498 -0.287 0.947
C 2.311 -1.131 -1.126
O 3.219 -1.451 -1.871
O 1.039 -1.208 -1.375
H -0.849 1.022 4.098
H 2.863 0.903 3.805
H 4.917 0.429 2.516
H 4.728 -0.507 0.156
N 1.578 -3.558 0.752
C 0.819 -3.840 1.959
C -0.424 -2.965 2.097
O -0.928 -2.813 3.192
O -0.892 -2.475 0.977
H 1.004 -3.649 -0.077
H 2.376 -4.171 0.660
H 1.440 -3.650 2.834
H 0.455 -4.875 2.042
I -2.548 -1.764 -1.739
C -2.875 0.174 -2.446
C -3.830 0.355 -3.403
C -4.078 1.655 -3.895
C -3.360 2.707 -3.413
C -2.363 2.524 -2.422
C -1.619 3.628 -1.943
C -0.660 3.436 -0.993
C -0.415 2.143 -0.480
C -1.091 1.013 -0.896
C -2.091 1.227 -1.898
H -4.392 -0.487 -3.785
H -4.835 1.802 -4.655
H -3.538 3.711 -3.785
H -1.827 4.614 -2.343
H -0.086 4.278 -0.622
H 0.352 2.061 0.286

Forces on atoms 1 to 3 (eV/Å):
-0.26 -0.10 0.18
-0.03 -0.03 0.01
0.10 0.03 -0.02


Record 5
The following is a DFT calculation (wB97M-V/def2-TZVPD) of one molecule with the formula C19H14N4O2 at a distorted geometry.

2S+1 = 1
Energy above the lowest of the compared OMol25 structures with the same formula, charge and spin = 1.102 eV
SMILES = CCn1c(=O)[nH]c2cccc(Oc3cc(C#N)cc(/C=C/C#N)c3)c21
Strongest force on any atom = 0.078 hartree/bohr

Positions of all 39 atoms, in Å:
N -0.229 0.144 6.231
N -5.782 -2.517 -0.805
O 2.658 3.698 -1.866
C -0.353 -0.276 5.147
C -4.732 -2.069 -0.516
O -0.209 -0.977 -1.538
C 2.509 2.530 -1.524
C -0.507 -0.658 3.799
C -1.729 -0.524 3.157
C 3.134 -1.852 -0.259
C -2.456 -1.360 -0.956
C 1.806 -1.940 -0.610
C -3.222 -1.189 1.239
C -0.939 -0.694 0.819
C 3.818 -0.636 -0.317
C -3.503 -1.524 -0.084
C -1.173 -0.983 -0.538
C 1.090 -0.841 -1.151
C -1.952 -0.821 1.736
C 3.103 0.505 -0.766
C 1.757 0.395 -1.238
N 3.519 1.852 -0.912
N 1.426 1.681 -1.711
C -0.821 2.609 -1.515
C 0.244 2.010 -2.452
H 0.367 -1.031 3.250
H -2.594 -0.209 3.746
H 3.653 -2.793 0.006
H -2.602 -1.632 -1.995
H 1.239 -2.904 -0.526
H -4.055 -1.309 1.898
H 0.079 -0.397 1.114
H 4.873 -0.611 -0.063
H 4.432 2.211 -0.752
H -1.682 2.858 -2.091
H -1.086 1.865 -0.762
H -0.467 3.550 -1.032
H -0.164 1.110 -2.931
H 0.551 2.729 -3.233

Forces on atoms 1 to 3 (eV/Å):
-0.21 -0.96 -1.95
2.94 1.19 0.67
-1.13 -0.61 -0.09


Record 6
The following is a DFT calculation (wB97M-V/def2-TZVPD) of one molecule with the formula C19H14N4O6S3 at a distorted geometry.

Electronic energy = -70679.0081 eV
2S+1 = 1
SMILES = [H]/N=C1\C(=C\c2ccc(OS(=O)(=O)c3ccccc3)cc2)C(=O)N=C2SN=C(S(C)(=O)=O)N21
Strongest force on any atom = 0.026 hartree/bohr

Positions of all 46 atoms, in Å:
C -6.267 -2.345 0.775
H -5.208 -2.335 0.993
H -6.588 -3.316 0.417
H -6.872 -2.028 1.613
S -6.549 -1.163 -0.555
O -7.956 -1.026 -0.759
O -5.728 -1.435 -1.696
C -5.973 0.453 0.088
N -6.832 1.341 0.405
S -6.162 2.851 0.564
C -4.583 2.266 0.090
N -3.557 2.960 -0.189
C -2.436 2.330 -0.701
O -1.691 2.913 -1.448
C -2.264 0.913 -0.253
C -1.102 0.327 0.131
C 0.261 0.793 0.219
C 1.111 0.077 1.080
C 2.429 0.437 1.248
C 2.941 1.530 0.550
C 2.124 2.237 -0.325
C 0.804 1.871 -0.492
H 0.188 2.416 -1.189
H 2.542 3.058 -0.883
O 4.251 1.878 0.736
S 5.283 1.581 -0.496
O 6.520 2.165 -0.109
O 4.666 1.966 -1.725
C 5.346 -0.194 -0.376
C 6.271 -0.776 0.467
C 6.262 -2.153 0.618
C 5.327 -2.916 -0.065
C 4.403 -2.314 -0.905
C 4.409 -0.937 -1.063
H 3.715 -0.432 -1.716
H 3.680 -2.915 -1.436
H 5.320 -3.989 0.057
H 6.980 -2.630 1.268
H 6.978 -0.143 0.977
H 3.074 -0.110 1.918
H 0.723 -0.765 1.634
H -1.206 -0.678 0.534
C -3.506 0.129 -0.087
N -3.647 -1.115 0.108
H -2.802 -1.667 0.022
N -4.678 0.889 -0.046

Forces on atoms 1 to 3 (eV/Å):
-0.02 0.62 -0.44
-0.04 -0.03 0.06
-0.15 -0.08 -0.21


Record 7
The following is a DFT calculation (wB97M-V/def2-TZVPD) of C19H15BCl2CoN10O as an isolated structure.

Electronic energy = -100246.5497 eV
2S+1 = 4
Strongest force on any atom = 0.008 hartree/bohr
Total charge = -2
<S²> = 3.762

Positions of all 49 atoms, in Å:
Co 0.526 -0.249 0.238
C -0.248 4.161 -0.409
C 0.233 3.118 0.405
N 0.616 2.093 -0.336
N 0.391 2.434 -1.619
C -0.131 3.672 -1.694
B 0.608 1.360 -2.685
N -0.568 0.353 -2.617
C -1.413 -0.047 -3.579
C -2.284 -0.973 -3.037
C -1.874 -1.083 -1.700
N -0.845 -0.282 -1.463
N 1.928 0.605 -2.390
C 3.074 0.617 -3.088
C 3.987 -0.199 -2.449
C 3.287 -0.676 -1.330
N 2.056 -0.190 -1.309
H -0.629 5.121 -0.103
H 0.313 3.040 1.479
H -0.381 4.105 -2.650
H 0.654 1.839 -3.795
H -1.337 0.365 -4.572
H -3.095 -1.483 -3.527
H -2.271 -1.685 -0.897
H 3.151 1.205 -3.988
H 5.001 -0.411 -2.740
H 3.603 -1.333 -0.536
N -0.147 -4.050 -1.344
C -0.392 -3.464 -0.107
O 0.240 -2.432 0.159
C -1.332 -4.128 0.736
C -1.996 -5.271 0.237
N -2.513 -6.192 -0.241
C -1.609 -3.719 2.064
N -1.889 -3.464 3.155
H 0.237 -3.392 -2.003
H -0.836 -4.689 -1.707
Cl 2.709 0.853 4.413
C 0.966 1.098 4.260
C 0.304 1.648 5.324
C -1.075 1.884 5.291
C -1.748 1.517 4.121
C -1.077 0.974 3.058
Cl -2.030 0.520 1.635
C 0.365 0.714 2.977
N 1.009 0.263 1.969
H 0.879 1.898 6.210
H -1.597 2.306 6.139
H -2.822 1.647 4.042

Forces on atoms 1 to 3 (eV/Å):
0.06 0.14 0.05
0.03 -0.03 0.01
0.05 -0.01 0.04


Record 8
The following is a DFT calculation (wB97M-V/def2-TZVPD) of C19H15BrCsI2N3O7 as an isolated structure at a distorted geometry.

2S+1 = 1
Energy above the lowest of the compared OMol25 structures with the same formula, charge and spin = 1.421 eV
Strongest force on any atom = 0.065 hartree/bohr
Total charge = -2

Positions of all 48 atoms, in Å:
Cs 0.890 -0.148 -1.121
C 1.569 -4.266 3.018
O 0.431 -3.582 3.527
C 0.025 -2.556 2.704
O 0.509 -2.343 1.636
N -0.967 -1.835 3.294
N -1.474 -0.740 2.598
H 1.784 -5.076 3.713
H 2.422 -3.587 2.944
H 1.374 -4.657 2.017
H -1.455 -2.235 4.092
H -1.563 0.082 3.181
H -2.339 -0.908 2.097
I -5.316 1.973 1.755
C -4.275 2.892 0.147
C -4.825 3.967 -0.508
C -4.130 4.534 -1.549
I -5.056 6.177 -2.555
C -2.871 4.059 -1.942
C -2.089 4.606 -2.979
C -0.853 4.087 -3.253
C -0.392 3.003 -2.495
N -1.107 2.454 -1.545
C -2.314 2.941 -1.248
C -3.035 2.279 -0.158
O -2.617 1.285 0.458
H -5.788 4.364 -0.216
H -2.482 5.445 -3.542
H -0.229 4.494 -4.035
H 0.589 2.588 -2.675
Br 5.415 -5.384 -4.615
C 5.302 -4.240 -3.082
C 6.465 -3.938 -2.400
C 6.386 -3.092 -1.303
C 5.165 -2.584 -0.907
C 4.011 -2.917 -1.598
C 4.076 -3.746 -2.705
C 2.651 -2.342 -1.169
O 1.665 -2.734 -1.811
O 2.694 -1.543 -0.224
H 7.412 -4.347 -2.720
H 7.289 -2.829 -0.768
H 5.063 -1.917 -0.062
H 3.157 -3.965 -3.225
O 2.563 1.829 -4.920
C 2.667 1.099 -3.939
O 2.312 1.290 -2.771
H 3.183 0.070 -4.131

Forces on atoms 1 to 3 (eV/Å):
-2.96 1.56 0.21
0.17 -0.04 -0.26
-0.34 0.28 0.07


Record 9
The following is a DFT calculation (wB97M-V/def2-TZVPD) of one molecule with the formula C19H15BrFNO5S at a distorted geometry.

2S+1 = 1
Energy above the lowest of the compared OMol25 structures with the same formula, charge and spin = 1.686 eV
SMILES = Cc1c(CC(=O)O)cc2ccc(F)cc2c1Oc1ncc(S(C)(=O)=O)cc1Br
Strongest force on any atom = 0.092 hartree/bohr

Positions of all 43 atoms, in Å:
O 5.083 -2.168 0.830
O 1.150 5.054 -1.587
O -0.730 4.940 -3.161
F -4.713 -1.093 1.216
Br -2.687 -0.125 -3.510
N 0.574 0.586 -1.124
O 3.767 -0.372 0.852
O -0.658 -1.356 -1.508
C 4.075 -1.682 1.114
C 0.665 1.927 -1.186
C -0.426 -0.026 -1.729
C -1.114 2.030 -2.777
C -2.913 -1.098 2.921
C -3.419 -1.217 1.595
C -1.324 0.693 -2.564
C 0.968 -2.229 -0.054
C 1.550 -2.121 1.222
C -0.198 2.703 -1.888
C -1.566 -1.104 3.132
C 0.666 -1.816 2.263
C -2.554 -1.362 0.512
C -0.349 -1.801 -0.243
C -0.703 -1.526 2.069
C -1.241 -1.538 0.792
C 1.913 -2.516 -1.227
C 3.008 -2.634 1.501
C -1.518 4.904 -0.681
S -0.214 4.545 -1.880
H 2.937 -0.039 1.162
H 1.283 2.536 -0.534
H -1.777 2.569 -3.464
H -3.611 -1.122 3.797
H -1.187 -0.794 4.121
H 0.947 -1.780 3.308
H -2.919 -1.500 -0.529
H 2.016 -3.641 -1.288
H 1.601 -2.209 -2.241
H 2.921 -1.960 -1.156
H 3.129 -3.489 0.882
H 3.162 -3.078 2.448
H -2.469 4.601 -1.211
H -1.577 5.933 -0.430
H -1.548 4.370 0.235

Forces on atoms 1 to 3 (eV/Å):
4.62 -0.38 -0.89
-2.79 -1.17 0.63
-0.60 -0.04 0.05


Record 10
The following is a DFT calculation (wB97M-V/def2-TZVPD) of one molecule with the formula C19H15BrFNO5S at a distorted geometry.

2S+1 = 1
Energy above the lowest of the compared OMol25 structures with the same formula, charge and spin = 2.073 eV
SMILES = Cc1c(CC(=O)O)cc2ccc(F)cc2c1Oc1ncc(S(C)(=O)=O)cc1Br
Strongest force on any atom = 0.108 hartree/bohr

Positions of all 43 atoms, in Å:
O 6.377 2.263 -0.601
O -4.144 -4.276 2.113
O -4.359 -5.052 -0.167
F -2.667 3.847 0.039
Br 0.289 -0.953 1.901
N -1.915 -1.534 -1.479
O 4.789 1.936 -2.316
O 0.057 -0.387 -1.323
C 5.360 1.721 -1.057
C -2.938 -2.320 -1.122
C -0.978 -1.140 -0.692
C -2.013 -2.414 1.075
C -0.526 4.160 0.975
C -1.378 3.358 0.175
C -1.050 -1.498 0.684
C 2.268 0.186 -0.562
C 3.132 1.045 0.151
C -3.032 -2.731 0.198
C 0.796 3.697 1.265
C 2.659 2.140 0.805
C -0.929 2.103 -0.298
C 0.852 0.470 -0.663
C 1.301 2.524 0.649
C 0.402 1.701 -0.156
C 2.756 -1.118 -1.247
C 4.630 0.826 0.085
C -5.941 -2.846 0.653
S -4.366 -3.824 0.747
H 4.109 1.223 -2.405
H -3.689 -2.701 -1.755
H -2.009 -2.809 2.102
H -0.904 5.030 1.381
H 1.608 4.336 1.722
H 3.470 2.756 1.128
H -1.655 1.515 -0.797
H 3.493 -0.794 -1.947
H 1.853 -1.610 -1.700
H 3.198 -1.761 -0.544
H 4.983 1.184 1.024
H 4.865 -0.237 -0.021
H -6.059 -2.354 -0.268
H -6.857 -3.537 0.769
H -5.838 -2.129 1.482

Forces on atoms 1 to 3 (eV/Å):
-2.53 -0.85 -2.78
-0.15 1.82 -0.38
-0.50 4.22 1.30


Record 11
The following is a DFT calculation (wB97M-V/def2-TZVPD) of C19H15Cl3N2NbO2 as an isolated structure at a distorted geometry.

2S+1 = 1
Energy above the lowest of the compared OMol25 structures with the same formula, charge and spin = 0.456 eV
Strongest force on any atom = 0.118 hartree/bohr
Total charge = +3

Positions of all 42 atoms, in Å:
Nb -0.768 -0.658 -0.521
Cl 2.546 -3.236 5.587
C 1.667 -2.770 4.190
C 0.300 -3.113 4.160
C -0.512 -2.584 3.136
C -0.026 -1.785 2.134
O -0.845 -1.413 1.155
C 1.294 -1.466 2.104
C 1.961 -0.729 1.083
N 1.264 -0.078 0.126
C 1.393 1.247 -0.412
C 2.608 1.711 -0.888
C 2.614 2.912 -1.618
C 1.476 3.676 -1.738
C 0.231 3.197 -1.218
C -0.898 4.056 -1.099
C -1.804 3.799 -0.163
C -1.861 2.578 0.492
N -0.969 1.579 0.133
C 0.194 1.954 -0.566
C 2.138 -1.987 3.134
H -0.125 -3.765 4.948
H -1.619 -2.727 3.081
H 3.056 -0.593 1.077
H 3.452 1.075 -0.726
H 3.482 3.231 -2.252
H 1.518 4.669 -2.200
H -1.034 4.841 -1.841
H -2.596 4.486 0.129
H -2.641 2.398 1.241
H 3.125 -1.550 3.085
Cl -1.785 0.475 -3.042
C -3.448 -0.118 -2.531
Cl -3.431 -0.432 -0.707
H -3.648 -1.063 -3.031
H -4.229 0.631 -2.812
C -0.541 -3.426 -2.389
C -0.233 -2.114 -1.778
O 0.813 -1.428 -2.031
H 0.005 -3.635 -3.324
H -1.614 -3.590 -2.541
H -0.512 -4.258 -1.568

Forces on atoms 1 to 3 (eV/Å):
2.97 4.51 2.81
0.19 0.20 -0.73
-0.74 0.25 -0.07